(1)
{"formula": "C42H46BClO5P2Rh", "method": "the ωB97M-V functional and the def2-TZVPD basis", "de_lowest_kcal_mol": 0.0, "s_squared": 6.012, "max_force_ev_per_a": 3.790, "multiplicity": 5, "lumo_energy_ev": [-2.33, -4.73], "total_charge": 1, "gap_ev": [4.87, 5.90], "elements": ["Rh", "Cl", "P", "P", "O", "O", "O", "O", "O", "C", "C", "C", "C", "C", "C", "C", "C", "C", "C", "C", "C", "C", "C", "C", "C", "C", "C", "C", "C", "C", "C", "C", "C", "C", "C", "C", "C", "C", "C", "C", "C", "C", "C", "C", "C", "C", "C", "C", "C", "C", "C", "B", "H", "H", "H", "H", "H", "H", "H", "H", "H", "H", "H", "H", "H", "H", "H", "H", "H", "H", "H", "H", "H", "H", "H", "H", "H", "H", "H", "H", "H", "H", "H", "H", "H", "H", "H", "H", "H", "H", "H", "H", "H", "H", "H", "H", "H", "H"], "xyz": [[0.3949, -0.5626, 0.5738], [-7.0556, 4.4123, -1.7866], [0.8174, -1.5142, 2.4854], [2.3680, -1.2219, -0.2479], [-1.4194, -0.9078, -0.5476], [-2.1246, 1.2106, -0.2435], [-3.9758, -0.3847, -2.0446], [-0.9734, 3.1412, 0.6735], [-1.0822, 3.0410, -1.6153], [-0.0549, -0.4034, 3.6174], [-0.2798, 1.4923, 5.1225], [0.5012, 0.7061, 4.2827], [-0.5565, -5.3096, 3.6045], [4.5826, 1.4968, -2.1810], [0.1042, 4.0600, 0.2444], [3.7346, 0.8278, -1.3212], [2.4832, -1.6444, 3.2139], [3.6015, -1.0929, -2.7540], [-0.0523, -3.1320, 2.4657], [-5.9409, 2.3527, -0.6384], [3.2386, -0.4688, -1.5760], [-2.6500, 0.0927, -2.3704], [0.0162, 4.1207, -1.3381], [-5.1680, 1.2235, -0.7195], [-4.9386, 0.6132, -1.9540], [0.0594, -3.9963, 3.5593], [3.7136, -5.1152, -0.6581], [3.6712, -1.7926, 2.2293], [4.8542, 0.9078, -3.3797], [-0.1009, 5.3915, 0.8946], [-0.7238, -3.6359, 1.3533], [3.7378, -0.8453, 1.0613], [1.7543, -4.9030, -1.9765], [-2.1386, -0.0078, 4.8562], [1.5615, -3.5651, -1.5599], [-1.1972, -5.7595, 2.4732], [1.4131, 3.3323, 0.5577], [-5.6278, 0.0149, -4.3053], [-0.5475, 5.3837, -1.9393], [3.6720, -3.7547, -0.4473], [-1.9596, 0.1416, -1.0335], [-6.4583, 2.7959, -1.8419], [-1.4116, -4.8627, 1.4053], [-1.4128, -0.7410, 3.9160], [-6.4210, 2.1150, -3.0515], [2.5467, -2.9910, -0.7469], [1.2105, 3.5902, -2.1510], [2.6767, -5.7609, -1.3603], [4.4274, -0.4023, -3.6701], [-1.6065, 1.1420, 5.4579], [-5.7089, 0.8788, -3.1003], [-1.4158, 2.4418, -0.4148], [0.8344, -2.9768, -2.0862], [0.1786, 5.2373, 1.9724], [1.0008, 3.5448, -3.2214], [-0.7287, -3.1906, 0.3524], [1.4053, 2.3515, 0.0919], [2.3902, -2.5366, 3.8561], [-3.1675, -0.3232, 5.0709], [-2.0923, -5.1483, 0.6033], [4.5958, -1.6367, 2.8420], [-2.1836, 1.7232, 6.1684], [0.2199, 6.2166, -1.8721], [-2.1694, -0.6482, -3.0060], [4.5914, -0.8469, -4.6276], [-5.4468, 0.5489, -5.2516], [-0.3961, -5.8941, 4.4516], [4.9165, 2.4833, -1.9479], [-6.8543, 2.5742, -3.9409], [5.3621, 1.4402, -4.1773], [3.4869, 1.2973, -0.3807], [3.2680, -2.0823, -3.0174], [-6.4318, -0.7372, -4.3632], [0.5957, 6.1779, 0.5731], [-1.5052, 5.6791, -1.4815], [-1.8978, -1.5791, 3.4120], [1.0559, -5.3355, -2.7025], [-4.7594, -0.6327, -4.2575], [4.6106, -3.3677, -0.0197], [-1.5541, -6.7755, 2.4050], [3.7176, 0.1816, 1.4058], [1.5483, 0.8983, 4.2008], [4.7270, -0.9173, 0.5412], [-2.5952, 1.0488, -2.9496], [1.4880, 2.5919, -1.8097], [0.5559, -3.7188, 4.5067], [-1.1306, 5.7682, 0.7596], [2.6650, -0.8450, 3.9385], [3.8864, -2.8307, 1.9006], [1.4799, 3.1161, 1.6189], [2.0716, 4.3102, -2.0893], [-0.6945, 5.1467, -2.9769], [4.5920, -5.6612, -0.2773], [2.2978, 3.8964, 0.2961], [-6.1125, 2.9394, 0.2340], [2.6014, -6.8209, -1.4494], [0.1577, 2.4120, 5.5027], [-4.7199, 0.7709, 0.1280]]}

***

(2)
{"formula": "C3H10N3", "method": "the ωB97M-V functional and the def2-TZVPD basis", "de_lowest_kcal_mol": 120.2, "max_force_ev_per_a": 6.347, "lumo_energy_ev": -3.60, "total_charge": 1, "gap_ev": 8.85, "elements": ["N", "N", "N", "C", "C", "C", "H", "H", "H", "H", "H", "H", "H", "H", "H", "H"], "xyz": [[1.6969, 0.5478, 0.6484], [-1.3443, 0.4926, 0.9565], [0.8744, -1.4864, -0.2899], [-1.6468, -0.2455, -0.2855], [-0.5045, 0.7352, -0.1938], [0.8697, 0.0295, -0.2497], [-0.4639, 1.7103, -0.6523], [-1.3686, -1.2965, -0.3038], [0.3984, -1.7923, -1.1309], [1.0466, 0.1750, -1.9309], [-2.0263, 1.2049, 1.4562], [2.7108, 0.3312, 0.5213], [-2.6616, -0.0954, -0.6917], [1.5331, 1.5504, 0.7807], [1.7812, -1.9220, -0.4022], [-0.8952, 0.0611, 1.7676]]}

***

(3)
{"formula": "C19H13AsFN3O10STi", "method": "the ωB97M-V functional and the def2-TZVPD basis", "de_lowest_kcal_mol": 29.4, "max_force_ev_per_a": 0.593, "lumo_energy_ev": 3.99, "total_charge": -2, "gap_ev": 5.90, "elements": ["As", "Ti", "S", "F", "O", "O", "O", "O", "O", "O", "O", "O", "O", "O", "N", "N", "N", "C", "C", "C", "C", "C", "C", "C", "C", "C", "C", "C", "C", "C", "C", "C", "C", "C", "C", "C", "H", "H", "H", "H", "H", "H", "H", "H", "H", "H", "H", "H", "H"], "xyz": [[3.7615, -1.7007, 1.6035], [1.0125, -1.0092, 0.1279], [1.6071, 1.4353, 2.0786], [-0.7478, -1.1302, 0.6578], [0.5307, 0.8132, 2.7967], [-0.0163, -0.0464, -1.6037], [1.7976, 0.8282, 0.7110], [0.4676, -2.8255, -0.9703], [-0.6759, -3.0317, -7.0165], [1.5536, 2.8840, 1.9706], [2.4287, -1.0991, -1.1540], [-1.1202, -1.0129, -7.6160], [4.1741, -2.9933, 2.5724], [1.8640, -1.7964, 1.4062], [-0.7935, -1.8359, -6.7639], [-5.1521, 0.8304, -2.1976], [-1.1696, 1.9990, 0.1997], [4.4542, 1.8253, 4.8499], [-2.4275, 3.0110, -2.0640], [3.0886, 1.0619, 3.0132], [-1.2666, 3.5826, -1.5887], [-4.1620, 1.2932, -1.8379], [-2.9497, 1.9095, -1.3880], [-0.5698, 0.4200, -3.8342], [-0.1718, -0.4767, -2.7622], [3.7129, -0.1872, 3.0054], [-2.2707, 1.4328, -0.2651], [5.0651, 0.5776, 4.8883], [-0.5898, -1.3851, -5.4245], [-0.0352, -1.8663, -3.1299], [-0.7577, -0.0134, -5.1032], [-0.6722, 3.0459, -0.4485], [4.6982, -0.3972, 3.9755], [0.2656, -2.9096, -2.1707], [3.4580, 2.0564, 3.9164], [-0.2451, -2.2832, -4.4373], [5.8306, 0.3663, 5.6284], [-1.0377, 0.6724, -5.8904], [-0.6964, 1.4614, -3.5661], [-0.1395, -3.3294, -4.6957], [-0.8156, 4.4294, -2.0894], [0.2427, 3.4560, -0.0338], [2.9442, 3.0077, 3.8795], [-2.9294, 3.3914, -2.9451], [5.1641, -1.3788, 3.9940], [0.2415, -3.9267, -2.6020], [-2.6071, 0.5443, 0.2582], [4.7379, 2.6069, 5.5455], [2.7885, -0.2354, -1.3772]]}

***

(4)
{"formula": "C18H27FN3O6", "method": "the ωB97M-V functional and the def2-TZVPD basis", "smiles": "C=CC(=O)OCCCCCCn1c(CCCCO)c[n+](CC(=O)F)c1ON=O", "max_force_ev_per_a": 10.265, "lumo_energy_ev": -4.92, "total_charge": 1, "gap_ev": 5.77, "elements": ["F", "O", "O", "O", "O", "O", "O", "N", "N", "N", "C", "C", "C", "C", "C", "C", "C", "C", "C", "C", "C", "C", "C", "C", "C", "C", "C", "C", "H", "H", "H", "H", "H", "H", "H", "H", "H", "H", "H", "H", "H", "H", "H", "H", "H", "H", "H", "H", "H", "H", "H", "H", "H", "H", "H"], "xyz": [[-4.6531, -2.8136, 1.5216], [-3.9831, -1.1502, -1.2594], [-4.0586, -2.1464, -3.0746], [2.6167, 2.5408, 3.9147], [2.4724, -3.5689, -0.2915], [3.3214, -3.4243, 2.0318], [-3.1690, -1.3481, 2.8530], [-4.1773, -1.0159, -2.5830], [-2.1034, 0.8304, -1.1307], [-3.6367, 0.6494, 0.6800], [-4.1923, -1.4751, 1.9636], [3.1312, -1.1268, -0.9961], [0.8090, -2.6953, 1.5945], [-1.7504, 1.9024, -0.1225], [1.4862, 3.4602, 1.7291], [-3.2869, 0.0064, -0.6747], [-2.8040, 1.8351, 1.1320], [2.3162, -3.2590, 1.1395], [-0.3400, -3.2610, 0.7881], [2.6403, -0.6429, -2.4861], [0.7042, 2.3701, 0.7772], [1.0054, -0.8981, -2.7341], [-0.5701, 3.0394, -0.0746], [-4.8208, -0.0347, 1.3937], [0.2440, 0.3276, -1.9556], [-1.3049, 0.5958, -2.4301], [3.4954, -2.7320, -0.9372], [2.7926, 2.7208, 2.4639], [0.7424, 3.8934, 2.5318], [2.7544, 0.5459, -2.5014], [0.3469, 1.4530, 1.4419], [3.8044, 3.2901, 2.2108], [-0.5401, -2.7561, -0.2698], [3.6171, -3.1339, -2.0531], [-1.0269, -4.1476, 1.1592], [-1.4560, 1.5444, -3.1059], [-5.6710, -0.2032, 0.6014], [-5.1178, 0.6976, 2.2678], [-0.1474, 3.1998, -1.1790], [-0.8694, 4.0451, 0.4435], [0.7400, -0.9394, -3.8770], [0.6669, -1.9030, -2.1872], [4.5426, -2.9455, -0.4105], [-2.9210, 2.4808, 2.1046], [-1.6567, -0.3572, -3.0131], [2.2315, 1.6235, 4.0677], [1.5294, 1.9314, 0.0380], [0.7987, 1.3602, -1.9894], [2.3864, -0.7795, -0.1404], [0.1907, 0.0085, -0.8065], [4.1484, -0.5530, -0.7724], [1.9468, 4.3735, 1.1389], [2.9336, 1.6257, 2.0127], [0.6376, -1.8968, 2.4353], [3.2045, -1.1438, -3.3807]]}

***

(5)
{"formula": "C17H66BBrCl2N2O21PS", "method": "the ωB97M-V functional and the def2-TZVPD basis", "max_force_ev_per_a": 1.877, "lumo_energy_ev": -3.06, "total_charge": 1, "gap_ev": 8.77, "elements": ["Br", "Cl", "Cl", "S", "P", "O", "O", "O", "O", "O", "O", "O", "O", "O", "O", "O", "O", "O", "O", "O", "O", "O", "O", "O", "O", "O", "N", "N", "C", "C", "C", "C", "C", "C", "C", "C", "C", "C", "C", "C", "C", "C", "C", "C", "C", "B", "H", "H", "H", "H", "H", "H", "H", "H", "H", "H", "H", "H", "H", "H", "H", "H", "H", "H", "H", "H", "H", "H", "H", "H", "H", "H", "H", "H", "H", "H", "H", "H", "H", "H", "H", "H", "H", "H", "H", "H", "H", "H", "H", "H", "H", "H", "H", "H", "H", "H", "H", "H", "H", "H", "H", "H", "H", "H", "H", "H", "H", "H", "H", "H", "H", "H"], "xyz": [[-2.4128, -6.2149, -0.3502], [1.8585, 0.1620, -2.7541], [-0.2660, 2.3358, -2.7165], [5.4342, -2.9652, -0.7712], [3.5149, -3.1104, -0.5853], [-2.1698, 0.3568, 5.6631], [-1.1863, 1.0624, -6.0386], [2.3811, -4.2205, 3.4525], [-3.7988, -2.7123, -0.5596], [-1.2923, -1.1310, -4.0173], [5.1608, 7.7138, -4.0086], [0.8070, -4.3600, 6.3670], [-0.4602, -2.1424, 4.1478], [-1.9474, -8.3130, 2.8780], [3.3958, 6.0387, -1.8982], [5.6823, 4.3442, -0.6381], [-4.0063, 2.5601, 0.9810], [-1.1027, 3.2343, 1.4463], [3.0036, 3.6589, -3.6066], [-4.0691, 2.8602, -2.8173], [6.9755, 5.4737, -4.0359], [-6.2267, -3.8959, -0.6957], [-0.0428, -1.1900, 1.9473], [-2.3184, -1.5927, 2.7777], [-5.3612, 2.4658, 2.7731], [6.7188, 5.7272, 2.2192], [1.3089, -0.1594, -0.0686], [1.5785, -2.7279, 1.3616], [-0.4290, -4.1200, -0.5544], [-0.9103, -0.9355, -1.0455], [-1.9439, -0.1881, -0.1414], [-0.7282, -3.2651, 0.7395], [-4.2995, 2.2527, 2.2809], [2.6368, -0.5701, 0.4122], [0.4581, 2.0071, -1.0704], [0.2654, -2.1101, 0.9379], [-4.3232, 0.7345, -0.7047], [1.1737, 3.3324, -0.6895], [-3.1730, 1.6528, 3.1190], [-4.9094, 1.9592, 0.0394], [-0.5497, -5.6376, -0.2277], [-2.7889, 0.8162, -0.9952], [0.4340, -1.2861, -0.3971], [1.5183, 0.8402, -1.0880], [2.8108, -2.0513, 0.8110], [-0.9325, -1.6444, 2.9385], [1.9925, 3.4803, -1.3996], [1.5518, 3.3023, 0.3349], [3.6899, 3.3584, -4.2115], [-6.6640, -4.5938, -0.1967], [-0.7746, -0.3199, -1.9357], [2.8633, -2.7615, -1.8032], [0.1814, -5.0253, 6.0597], [-1.1614, -3.9146, -1.3347], [-1.4174, -1.8288, -1.4206], [-4.5377, -0.1988, -0.1703], [5.9909, 6.0980, 2.7274], [3.9036, 6.7503, -2.3087], [-3.5051, 0.6750, 3.4616], [-2.0210, -7.5847, 2.2546], [3.2218, -4.6780, 3.5776], [-2.9460, 2.2659, 3.9941], [-0.6919, -4.0121, 1.5507], [-1.8163, 3.8663, 1.3050], [-1.8851, 1.7073, -6.1918], [-2.4022, 1.8179, -0.7603], [-2.2555, 1.5989, 2.5241], [0.5000, -2.1805, 4.0923], [3.3144, 5.3757, -2.5978], [2.8709, 0.0367, 1.2989], [0.6025, -3.9884, -0.9066], [-4.8437, 0.6845, -1.6670], [7.3001, 6.4770, 2.0587], [6.0305, 4.5481, 0.2384], [-0.7869, 3.4314, 2.3338], [-6.7459, -3.8212, -1.5029], [-1.7603, -2.9224, 0.5967], [5.0736, 8.4635, -4.6044], [-0.8487, 1.2828, -5.1610], [3.5771, -2.0975, 1.5940], [6.8099, 4.7376, -3.4363], [7.6560, 5.9884, -3.5915], [-0.3070, 1.8603, -0.3086], [1.6334, -3.7138, 1.1028], [4.9840, 5.0007, -0.7736], [0.0353, -6.1998, -0.9621], [-4.6569, -2.9138, -0.1561], [-0.8989, -1.8308, -4.5467], [0.5352, -3.5515, 5.9217], [-3.0250, 0.1094, 6.0291], [-1.4671, 0.3991, 0.6492], [-5.1864, 2.7291, -0.6841], [-3.2874, 3.0647, -3.3398], [1.7835, -4.6615, 4.0740], [-3.5577, -3.5305, -1.0011], [-1.8215, -0.4667, 5.3087], [3.4508, -0.3776, -0.3069], [-2.5853, 0.6869, -2.0633], [0.4588, 4.1444, -0.8261], [3.1447, -4.4729, -0.3416], [5.5746, 7.0236, -4.5448], [1.6835, -2.7383, 2.3783], [-2.6369, -0.9327, 0.2594], [-2.6035, -2.5051, 2.6571], [2.4489, 1.3514, -0.8186], [2.6278, 2.8500, -3.2455], [-3.8691, 3.2219, -1.9496], [-0.1151, -5.8907, 0.7472], [0.9711, -1.9205, -1.1285], [-5.8361, 1.6415, 0.5317], [-1.3785, -0.3891, -4.6286], [-1.6342, -9.0519, 2.3472]]}

***

(6)
{"formula": "C5H6O", "method": "the ωB97M-V functional and the def2-TZVPD basis", "de_lowest_kcal_mol": 33.1, "smiles": "C=CCC=C=O", "max_force_ev_per_a": 1.184, "lumo_energy_ev": 0.92, "total_charge": 0, "gap_ev": 9.77, "elements": ["O", "C", "C", "C", "C", "C", "H", "H", "H", "H", "H", "H"], "xyz": [[1.1907, -2.3633, -0.2067], [-0.9057, 0.0478, -1.4452], [0.6465, -0.3942, 1.2178], [-0.2075, 0.7851, 0.8054], [-0.0822, 0.7646, -0.6914], [0.9114, -1.4243, 0.4338], [1.1994, -0.4451, 2.1484], [0.1701, 1.7064, 1.2630], [-0.6633, -0.1626, -2.4845], [-1.8416, -0.3357, -1.0275], [0.8556, 1.1569, -1.1006], [-1.2552, 0.6480, 1.1115]]}